# 1
111
Properties=species:S:1:pos:R:3 method="wB97M-V/def2-TZVPD" total_energy_ev=-88560.2702 smiles="CCNN(C(=O)O)[C@@H](I)CC.CN(C)P(=O)(N(C)C)N(C)C.CN(C)P(=O)(N(C)C)N(C)C.CN(C)P(=O)(N(C)C)N(C)C"
C 0.79854 -8.17084 -0.14152
C 1.58252 -8.37740 1.23157
N 0.59056 -8.86444 2.24348
N 0.19859 -7.83356 3.09972
C -1.15384 -7.37246 2.73585
O -2.03519 -8.19301 2.45798
O -1.51390 -5.99452 2.62531
C 0.32823 -8.18543 4.53351
I -0.32221 -6.48462 5.78169
C -0.51284 -9.46573 4.99522
C 0.50854 -10.59895 5.54408
H 1.50980 -7.65371 -0.86139
H 0.51939 -9.19972 -0.56291
H -0.16642 -7.59386 -0.01022
H 2.16878 -7.47100 1.57966
H 2.34927 -9.20588 1.04710
H 1.04036 -9.64429 2.73313
H -1.23839 -5.68093 1.72953
H 1.44856 -8.28546 4.73980
H -1.26422 -9.21889 5.81089
H -1.07430 -9.89277 4.11021
H 1.59377 -10.27210 5.51671
H 0.27739 -10.89284 6.61573
H 0.43331 -11.50757 4.85329
C -3.89253 -2.55786 -2.83051
N -2.88177 -3.13988 -1.96185
C -2.25777 -2.06885 -1.18222
P -1.81642 -4.42931 -2.37488
O -1.68101 -4.94096 -0.92608
N -2.77227 -5.79460 -2.84654
C -4.10501 -5.96217 -2.27705
C -2.04334 -7.05646 -2.71463
N -1.83466 -3.86645 -4.07046
C -2.26347 -4.69353 -5.19734
C -0.53278 -3.26381 -4.40983
H -3.47187 -1.80985 -3.51392
H -4.66233 -2.06410 -2.22925
H -4.41152 -3.30315 -3.43313
H -1.63678 -1.42676 -1.81869
H -1.61955 -2.47195 -0.39268
H -3.00995 -1.44794 -0.68824
H -4.10217 -5.92806 -1.18301
H -4.54278 -6.91621 -2.58480
H -4.79095 -5.19922 -2.64780
H -1.97546 -7.38287 -1.67285
H -1.02319 -6.94977 -3.10054
H -2.52509 -7.84486 -3.30084
H -1.64966 -5.59228 -5.31080
H -2.20043 -4.12332 -6.13127
H -3.31127 -4.97995 -5.10731
H 0.25095 -4.02542 -4.48688
H -0.23302 -2.54759 -3.63816
H -0.58498 -2.71023 -5.35065
C -2.97960 2.41050 2.34862
N -2.35706 1.84127 1.16425
C -1.68291 0.59833 1.53733
P -1.56796 2.72654 -0.08804
O -1.88435 1.68993 -1.18220
N -2.69623 3.86884 -0.73884
C -4.12103 3.56086 -0.70253
C -2.34339 4.29445 -2.09512
N -1.07379 3.94397 1.12109
C -1.42765 5.36060 1.04087
C 0.37718 3.84515 1.36456
H -2.25040 2.61823 3.14194
H -3.72177 1.71421 2.75214
H -3.51563 3.33618 2.14045
H -0.79936 0.79804 2.15718
H -1.35264 0.04633 0.65494
H -2.35324 -0.06729 2.08840
H -4.35195 2.58598 -1.14438
H -4.69754 4.32061 -1.23845
H -4.50266 3.57956 0.31931
H -2.58937 3.53519 -2.84344
H -1.26912 4.49798 -2.16426
H -2.86123 5.22355 -2.35236
H -1.03860 5.83569 0.13561
H -1.02321 5.90112 1.90394
H -2.50690 5.50670 1.09147
H 0.94946 4.20934 0.50506
H 0.66277 2.80325 1.54449
H 0.67060 4.41017 2.25240
C 3.63724 9.73206 -1.43246
N 2.93575 8.89277 -0.47407
C 1.82329 9.65475 0.09378
P 3.66865 7.78308 0.62354
O 2.45071 6.84284 0.67088
N 4.60128 6.65056 -0.29710
C 4.19241 6.33465 -1.66105
C 4.83271 5.39704 0.42480
N 5.09827 8.85096 0.70684
C 6.45193 8.42685 0.35183
C 5.15231 9.51023 2.02453
H 4.02416 10.65114 -0.97460
H 2.95939 10.02257 -2.24135
H 4.47389 9.22119 -1.90836
H 2.18633 10.45648 0.74956
H 1.16433 9.01423 0.68367
H 1.20581 10.09886 -0.69189
H 3.14480 6.02263 -1.72446
H 4.81004 5.53344 -2.07705
H 4.34300 7.18672 -2.32532
H 3.94744 4.75409 0.43046
H 5.10601 5.60061 1.46604
H 5.66567 4.84565 -0.02157
H 6.80575 7.60044 0.97554
H 7.15312 9.26086 0.46948
H 6.51952 8.14238 -0.69816
H 5.41834 8.80000 2.81488
H 4.17793 9.94271 2.27330
H 5.87228 10.33235 2.02763

# 2
105
Properties=species:S:1:pos:R:3 method="wB97M-V/def2-TZVPD" total_energy_ev=-97658.2900 total_charge=+1
Zn -1.00276 0.43497 -2.14486
O -0.23012 0.47576 -0.47834
H 0.29398 -0.26018 -0.10536
C 1.30160 -3.43078 0.14295
C 0.31575 -4.57303 -0.04792
C -0.94549 -4.28225 0.84837
O -0.61815 -4.30471 2.20600
C -1.61605 -3.62242 2.89250
N -0.19611 -4.65721 -1.44176
H 1.41976 -3.23482 1.21794
H 0.87474 -2.54568 -0.41810
H 2.30815 -3.66840 -0.33730
H 0.79069 -5.46205 0.30300
H -1.71350 -5.06101 0.56782
H -1.32117 -3.29610 0.50159
H -2.59819 -4.02495 2.62037
H -1.57657 -2.53214 2.68088
H -1.43599 -3.69154 3.96221
H -0.49794 -5.54852 -1.70355
H -0.97161 -4.04610 -1.62128
C -0.67843 5.93150 -0.46594
C -1.32240 4.83700 0.38249
C -2.83716 4.86971 0.40678
O -3.39822 3.67079 0.94675
C -4.70270 3.87478 1.46378
N -0.84470 3.49289 -0.09732
H 0.40497 5.89172 -0.27611
H -0.97977 6.95855 -0.18691
H -0.92939 5.78512 -1.52841
H -0.91094 4.96704 1.40204
H -3.19070 5.07418 -0.61765
H -3.17128 5.70834 1.03986
H -4.64822 4.49194 2.36676
H -5.18271 2.89441 1.69314
H -5.34562 4.33481 0.73328
H -1.02987 2.76346 0.59880
H 0.20406 3.53503 -0.16650
C 1.32592 -2.35835 -4.67353
C 0.92936 -1.21736 -3.61818
C 1.47126 0.18111 -4.07140
O 0.40189 1.06705 -4.08519
C 0.66039 2.38232 -4.50020
N -0.50721 -1.11834 -3.37092
H 2.39964 -2.51407 -4.82311
H 0.75243 -2.27883 -5.57881
H 0.88086 -3.26072 -4.26102
H 1.39830 -1.48514 -2.66446
H 2.00084 0.17448 -5.04283
H 2.30446 0.54802 -3.41229
H 1.40300 2.85586 -3.81925
H -0.31666 2.82469 -4.50619
H 1.06653 2.36298 -5.50499
H -0.98531 -0.85289 -4.23791
H -0.90632 -2.02467 -3.18849
C -3.94694 1.94568 -3.90248
C -3.62548 1.98032 -2.42712
C -3.98689 0.84978 -1.49831
O -3.39150 -0.38456 -1.91802
C -3.58280 -1.34469 -0.87933
N -2.11830 2.22863 -2.32016
H -3.39364 2.72974 -4.41152
H -4.96723 2.09237 -4.13776
H -3.70901 0.96129 -4.33208
H -4.22432 2.78453 -2.01365
H -5.07521 0.77408 -1.53307
H -3.63739 1.13767 -0.47925
H -3.21287 -0.87785 0.04331
H -3.04811 -2.26185 -1.09895
H -4.68045 -1.46253 -0.70510
H -1.76804 2.92152 -2.94186
H -1.87844 2.60544 -1.36722
C 3.44957 0.65193 0.11297
C 3.79046 -0.18732 1.38782
C 4.85006 -1.24266 1.08124
O 5.38267 -1.86360 2.25363
C 6.09273 -2.98101 1.82113
N 4.33344 0.76028 2.42191
H 2.62780 1.25105 0.45969
H 3.15146 0.07195 -0.75827
H 4.25578 1.32597 -0.22840
H 2.87905 -0.61969 1.81357
H 5.67838 -0.89389 0.49902
H 4.47597 -1.98596 0.40981
H 5.43727 -3.74477 1.36981
H 6.59072 -3.37903 2.67110
H 6.79497 -2.66625 1.03132
H 4.14823 0.47556 3.38866
H 5.34515 0.93293 2.40588
C 0.04381 0.98188 4.73227
C 0.33679 0.29877 3.39683
C 0.78320 -1.12834 3.69908
O 1.99291 -1.13125 4.49223
C 2.42992 -2.44542 4.85430
N -0.83986 0.12763 2.54721
H 1.01992 1.14782 5.18792
H -0.60074 0.38428 5.38083
H -0.37988 1.98167 4.62835
H 1.17377 0.78365 2.88400
H 0.95930 -1.71324 2.76718
H 0.02063 -1.69014 4.19572
H 1.65788 -3.05707 5.27136
H 3.24869 -2.35211 5.54558
H 2.75783 -3.03320 3.93775
H -0.53072 0.28479 1.60250
H -1.40781 0.93896 2.67730

# 3
109
Properties=species:S:1:pos:R:3 method="wB97M-V/def2-TZVPD" total_energy_ev=-123612.5116 total_charge=-1 e_above_lowest_kcal_mol=100.9
As -0.32500 0.24570 -0.17981
F 0.34054 1.86032 -0.17484
F 1.27613 -0.43823 -0.28726
F -1.06643 -1.38405 -0.07037
F -2.02074 0.90523 -0.14896
F -0.51066 0.23816 -1.94329
F -0.25194 0.13029 1.57821
C -4.29821 3.17293 3.02168
C -3.77965 1.99773 2.18745
O -4.68311 1.81131 1.09381
H -5.33255 2.98768 3.31343
H -4.35321 4.05950 2.38378
H -3.60435 3.51256 3.79029
H -3.64985 1.11051 2.81293
H -2.77186 2.30267 1.90405
H -4.23556 1.31070 0.40371
C -3.38826 3.33645 -4.35995
C -2.08817 3.08786 -3.62898
O -2.19168 3.30816 -2.20785
H -4.20213 2.81516 -3.85040
H -3.30447 2.77199 -5.29149
H -3.66965 4.38391 -4.44520
H -1.29641 3.56788 -4.21108
H -1.77575 2.03940 -3.64558
H -1.96040 2.45700 -1.82568
C 3.42622 2.59910 0.39850
C 4.39948 3.77880 0.35238
O 5.75662 3.27730 0.43952
H 2.44479 2.96613 0.09896
H 3.42112 2.14482 1.38982
H 3.72508 1.82281 -0.30608
H 4.00986 4.44084 1.12910
H 4.22095 4.28381 -0.59588
H 5.96089 3.11810 1.36503
C -4.65274 0.20840 -2.41373
C -4.56138 -1.15985 -1.73187
O -3.98846 -0.82775 -0.47223
H -3.71986 0.76675 -2.34849
H -5.35990 0.85896 -1.89245
H -5.06275 0.17861 -3.42752
H -3.95032 -1.81383 -2.36008
H -5.51989 -1.65198 -1.57746
H -3.12972 -0.39028 -0.57158
C 3.73140 -2.27345 -2.08773
C 3.02239 -2.76805 -3.35599
O 3.95161 -3.08202 -4.39364
H 2.96782 -2.11284 -1.32873
H 4.08359 -1.27264 -2.34339
H 4.60108 -2.90341 -1.90789
H 2.43294 -1.90580 -3.68725
H 2.29207 -3.57985 -3.32874
H 3.50676 -3.21174 -5.23321
C -2.56939 -3.26839 3.49087
C -2.83682 -1.89088 3.00968
O -4.03694 -1.87808 2.24677
H -1.54079 -3.34172 3.85573
H -2.68241 -4.08418 2.77830
H -3.15805 -3.44406 4.39549
H -1.96696 -1.63991 2.39798
H -2.86970 -1.26200 3.90363
H -4.13522 -1.12922 1.64909
C 0.66403 -4.14498 -0.65992
C -0.67512 -4.69249 -1.21468
C -0.70747 -6.22749 -1.23210
O -1.76894 -4.24910 -0.44720
H 1.47705 -4.87171 -0.65971
H 0.66465 -3.63551 0.30526
H 1.01537 -3.30192 -1.26132
H -0.92094 -4.34701 -2.22384
H -0.18322 -6.68139 -2.07271
H -1.74306 -6.57132 -1.20782
H -0.30108 -6.66933 -0.31910
H -1.64973 -3.29495 -0.36376
C 1.03920 1.01904 -4.77909
C 1.32508 2.18681 -3.85387
C 2.71157 2.21826 -3.24882
O 1.27557 3.35038 -4.70734
H 1.61148 1.08460 -5.70781
H -0.01311 0.89240 -5.03716
H 1.33499 0.06447 -4.33687
H 0.59633 2.20852 -3.04370
H 2.66600 1.78657 -2.24706
H 3.05948 3.24769 -3.19212
H 3.43843 1.60662 -3.78752
H 1.22900 3.09275 -5.62908
C -1.02617 1.80271 5.06019
C -0.22353 2.73545 4.17973
C 1.27441 2.36879 4.18958
O -0.56233 2.52165 2.79351
H -0.56845 1.43029 5.97959
H -1.24114 0.89776 4.48686
H -1.99435 2.17485 5.39982
H -0.36489 3.79267 4.40070
H 1.32756 1.28372 4.04066
H 1.79316 2.44779 5.14985
H 1.92398 2.74697 3.40207
H -0.36173 1.59018 2.65208
C 2.84178 -1.80100 3.98514
C 3.85219 -2.09747 2.92064
C 4.02015 -1.02495 1.84740
O 5.10512 -2.31965 3.60818
H 1.92241 -1.37026 3.58082
H 3.21972 -1.25458 4.84598
H 2.40482 -2.75008 4.30865
H 3.67390 -3.04902 2.41215
H 4.45922 -1.46298 0.95160
H 4.61724 -0.21748 2.26616
H 2.96433 -0.84296 1.63801
H 5.72704 -2.81659 3.07250

# 4
115
Properties=species:S:1:pos:R:3 method="wB97M-V/def2-TZVPD" total_energy_ev=-84349.5947 total_charge=-1
P 0.71894 0.27339 0.29719
F 1.95188 -0.47057 -0.37245
F -0.33678 -0.48319 -0.65489
F 0.57741 -0.98949 1.33671
F -0.55696 1.04825 1.10430
F 1.75635 1.02473 1.36467
F 0.84631 1.50658 -0.72015
C -3.10667 0.36978 -3.67015
C -2.59099 0.97709 -4.99996
C -1.66431 2.12618 -4.69841
O -1.96160 -0.02401 -5.80980
H -3.28424 1.18682 -2.90053
H -2.30517 -0.26067 -3.27062
H -4.03733 -0.25987 -3.82035
H -3.43796 1.32519 -5.58258
H -0.64464 1.75921 -4.65854
H -1.93700 2.67636 -3.80497
H -1.71344 2.86867 -5.46331
H -1.68559 0.42814 -6.60745
C 3.88825 -1.71563 1.90930
C 4.13707 -0.28633 2.33693
C 3.35409 -0.03034 3.59501
O 5.57385 -0.11512 2.56716
H 2.88761 -1.84847 1.60975
H 4.00335 -2.31744 2.83409
H 4.58944 -2.08232 1.14620
H 3.79939 0.46887 1.63432
H 3.52988 -0.74837 4.36132
H 2.30434 0.00625 3.33228
H 3.63805 0.91948 3.98385
H 5.73386 0.82988 2.63121
C -3.81552 -1.10474 1.08677
C -4.30488 -0.30393 -0.10228
C -5.76843 0.11930 0.10852
O -3.61471 0.95272 -0.17180
H -3.90969 -0.38101 1.94366
H -2.77748 -1.47529 0.94785
H -4.40963 -2.05667 1.25561
H -4.20625 -0.91379 -1.03597
H -5.81796 0.67716 1.07728
H -6.43217 -0.76409 0.13269
H -6.16256 0.75042 -0.70998
H -2.68142 0.71672 0.10018
C -1.94252 4.45111 2.61058
C -2.98120 3.77502 3.52994
C -3.86088 2.73708 2.87868
O -2.37184 3.25533 4.72618
H -1.19227 3.69440 2.31654
H -1.46374 5.16118 3.27220
H -2.37259 5.00315 1.78230
H -3.65365 4.54017 3.88553
H -3.26939 1.80630 2.85520
H -4.17017 2.96900 1.86373
H -4.70054 2.55371 3.55544
H -1.90211 2.44980 4.56074
C 2.21574 -0.87802 -3.32106
C 3.39148 -1.69143 -2.92787
O 4.72473 -1.07727 -3.24551
O 1.49663 -1.47299 -4.42768
H 2.50472 0.15280 -3.57743
H 1.57258 -0.91524 -2.49445
H 3.35069 -2.70750 -3.33742
H 3.33863 -1.86661 -1.85321
H 5.27323 -1.78900 -3.54781
H 0.64816 -0.99490 -4.51358
C 1.92058 -5.77382 0.79354
C 1.25521 -4.79738 1.78623
O 1.42277 -5.15609 3.14452
O 3.20458 -5.93972 1.43213
H 2.00786 -5.32429 -0.19892
H 1.35952 -6.69335 0.68896
H 0.16143 -4.86772 1.69507
H 1.59897 -3.75936 1.67416
H 2.36384 -5.12838 3.36051
H 3.87357 -6.48647 1.04292
C 4.03962 3.36939 -1.29362
C 4.47375 2.02152 -1.84054
O 5.76988 1.72695 -1.36201
O 5.11052 4.27768 -1.64049
H 3.94984 3.22619 -0.23414
H 3.08894 3.68174 -1.71577
H 4.54420 2.03249 -2.92499
H 3.70315 1.28147 -1.59031
H 6.08515 0.91882 -1.78823
H 5.93066 3.80849 -1.57219
C -1.54277 4.64504 -1.26709
C -2.11701 3.22330 -1.13843
O -3.39479 3.13096 -1.76430
O -1.13864 4.95269 -2.63561
H -0.64199 4.78430 -0.68967
H -2.29428 5.35701 -0.94216
H -2.17882 3.01878 -0.05681
H -1.39313 2.57325 -1.66245
H -3.90189 2.58010 -1.14358
H -1.91943 4.96938 -3.16397
C 0.03389 -4.17374 -2.86953
C -0.75856 -3.86865 -1.60169
O -2.19770 -3.60660 -1.56083
O 0.11495 -5.59121 -3.00177
H 1.07004 -3.85279 -2.63119
H -0.30537 -3.57215 -3.72749
H -0.20209 -3.07185 -1.13932
H -0.54667 -4.74471 -0.97209
H -2.34008 -2.70159 -1.87918
H 0.03139 -5.73294 -3.93700
C -0.10219 -0.21097 5.68112
C -0.96145 -0.51796 4.54151
O -1.06559 0.72978 3.77450
O -0.05081 -1.26692 6.69096
H -0.31977 0.72235 6.18234
H 0.92798 -0.13793 5.34470
H -1.94390 -0.85654 4.92576
H -0.48737 -1.32883 3.97984
H -0.89655 0.62167 2.83468
H -0.10380 -2.02737 6.13821